Entry 1:
Computed, not measured: a 10-piece molecular cluster, C40H71N3O10 overall in a non-equilibrium geometry, with ωB97M-V/def2-TZVPD.

```
! wB97M-V def2-TZVPD RIJCOSX def2/J DEFGRID3
* xyz 0 1
C -6.994 -1.173 -0.738
C -6.888 -2.453 0.189
C -5.448 -2.683 0.329
O -4.854 -2.215 -0.889
C -5.812 -1.357 -1.630
H -7.036 -0.235 -0.220
H -7.903 -1.242 -1.277
H -7.399 -3.329 -0.261
H -7.332 -2.309 1.180
H -5.103 -3.722 0.378
H -4.974 -2.129 1.197
H -6.071 -1.969 -2.513
H -5.314 -0.467 -1.949
C -0.605 -4.028 1.512
C -0.185 -5.128 2.485
C -1.520 -5.778 2.826
O -2.534 -4.763 2.665
C -2.083 -4.213 1.445
H -0.126 -4.110 0.555
H -0.323 -3.103 1.941
H 0.340 -4.745 3.376
H 0.608 -5.822 2.188
H -1.624 -6.180 3.822
H -1.696 -6.601 2.129
H -2.644 -3.292 1.274
H -2.349 -4.878 0.632
C -2.068 3.840 -3.854
C -2.269 2.440 -4.432
C -1.071 1.714 -3.823
O -0.099 2.653 -3.387
C -0.635 4.019 -3.498
H -2.716 3.848 -2.914
H -2.436 4.599 -4.505
H -2.075 2.445 -5.511
H -3.220 2.059 -4.219
H -0.589 1.003 -4.551
H -1.244 1.154 -2.919
H -0.119 4.522 -4.319
H -0.540 4.516 -2.560
C -0.815 -3.114 -5.015
C -2.083 -2.892 -4.224
C -1.907 -3.773 -3.015
O -0.492 -4.013 -2.880
C 0.102 -4.046 -4.144
H -0.273 -2.162 -4.993
H -1.083 -3.442 -6.019
H -3.046 -3.033 -4.819
H -2.160 -1.844 -3.976
H -2.520 -4.709 -3.044
H -2.289 -3.296 -2.057
H 0.180 -5.100 -4.541
H 1.097 -3.694 -4.029
O 9.217 2.659 -2.241
C 9.011 1.574 -2.679
O 8.918 0.412 -2.008
C 9.090 0.407 -0.610
C 7.806 0.251 0.110
C 8.745 1.317 -4.172
H 9.782 1.166 -0.286
H 9.585 -0.548 -0.441
H 7.035 1.073 -0.019
H 7.993 0.265 1.149
H 7.466 -0.744 -0.233
H 8.128 2.100 -4.612
H 8.230 0.392 -4.346
H 9.708 1.332 -4.669
O -0.847 2.501 1.499
C -1.631 2.377 0.627
O -1.808 1.268 -0.140
C -1.000 0.104 0.303
C -1.442 -0.988 -0.590
C -2.726 3.381 0.261
H -1.283 -0.290 1.306
H 0.054 0.337 0.281
H -2.496 -1.159 -0.435
H -0.765 -1.834 -0.577
H -1.403 -0.656 -1.696
H -2.509 4.305 0.756
H -3.583 3.139 0.830
H -3.064 3.416 -0.724
O 1.310 5.569 1.204
C 1.111 5.058 2.283
O 1.948 4.172 2.875
C 3.240 3.962 2.243
C 4.190 3.311 3.208
C -0.101 5.128 3.102
H 3.616 4.948 1.850
H 3.046 3.319 1.363
H 3.701 2.457 3.641
H 4.646 3.892 4.057
H 5.031 3.001 2.580
H 0.221 5.186 4.173
H -0.578 4.150 2.930
H -0.723 5.975 2.812
N -1.967 -0.340 4.119
C -2.537 0.888 4.321
C -3.885 0.785 4.079
C -4.117 -0.555 3.693
C -2.933 -1.243 3.786
H -0.965 -0.532 4.128
H -1.958 1.676 4.754
H -4.549 1.627 4.023
H -5.125 -0.797 3.401
H -2.746 -2.263 3.620
N 1.020 0.939 3.037
C 1.319 -0.375 2.865
C 1.507 -0.904 4.132
C 1.289 0.118 5.095
C 1.012 1.253 4.381
H 0.691 1.558 2.348
H 1.270 -0.829 1.879
H 1.827 -1.879 4.311
H 1.465 0.090 6.151
H 0.733 2.229 4.659
N 1.841 1.296 -1.903
C 2.530 1.547 -0.733
C 2.817 0.377 -0.122
C 2.273 -0.651 -0.922
C 1.697 -0.069 -2.011
H 1.329 1.999 -2.488
H 2.846 2.505 -0.389
H 3.320 0.380 0.844
H 2.148 -1.688 -0.673
H 1.220 -0.600 -2.750
*
```

Gap between HOMO and LUMO ... 0.30798 Eh
Energy ... -67573.4471 eV
HOMO energy ... -7.918 eV
LUMO energy ... 0.46 eV
SMILES ... c1cc[nH]c1.c1cc[nH]c1.c1cc[nH]c1.CCOC(C)=O.CCOC(C)=O.CCOC(C)=O.C1CCOC1.C1CCOC1.C1CCOC1.C1CCOC1

Löwdin atomic charge list, values in e, 99 entries: -0.14, -0.16, -0.24, -0.18, -0.17, 0.10, 0.09, 0.12, 0.11, 0.12, 0.12, 0.12, 0.10, -0.16, -0.15, -0.20, -0.12, -0.25, 0.11, 0.08, 0.11, 0.11, 0.12, 0.12, 0.10, 0.12, -0.18, -0.13, -0.20, -0.19, -0.14, 0.12, 0.10, 0.12, 0.09, 0.13, 0.09, 0.12, 0.11, -0.15, -0.19, -0.20, -0.15, -0.20, 0.10, 0.11, 0.13, 0.08, 0.12, 0.11, 0.13, 0.10, 0.12, -0.53, -0.01, -0.26, -0.07, 0.02, 0.12, 0.12, 0.10, 0.06, 0.09, 0.08, 0.07, 0.08, 0.10, -0.49, 0.00, -0.20, -0.08, 0.06, 0.12, 0.09, 0.07, 0.07, 0.09, 0.08, 0.08, 0.05, 0.09, -0.56, -0.05, -0.21, -0.07, 0.01, 0.14, 0.09, 0.06, 0.10, 0.08, 0.11, 0.07, 0.09, 0.04, -0.14, -0.12, -0.12, -0.12

---

Entry 2:
Computed, not measured: a 2-piece molecular cluster, C23H35FNO overall, with ωB97M-V/def2-TZVPD.

```
! wB97M-V def2-TZVPD RIJCOSX def2/J DEFGRID3
* xyz 1 1
C 1.382 2.012 4.699
C 0.226 1.737 3.749
F -0.225 0.421 3.921
C 0.611 1.849 2.285
C 1.781 1.266 1.860
C 2.167 1.272 0.516
C 3.407 0.563 0.065
C 3.298 -0.969 0.283
C 4.009 -1.802 -0.795
O 5.196 -2.436 -0.347
C 1.330 1.944 -0.380
C 0.173 2.513 0.072
N -0.196 2.454 1.368
C -1.536 3.019 1.665
C -2.640 2.083 1.237
C -2.615 0.734 1.565
C -3.635 -0.099 1.143
C -4.687 0.407 0.389
C -4.715 1.751 0.063
C -3.695 2.587 0.485
H 2.097 2.719 4.286
H 1.894 1.072 4.911
H 0.999 2.388 5.645
H -0.603 2.391 4.001
H 2.405 0.775 2.596
H 3.591 0.774 -0.986
H 4.236 0.953 0.659
H 3.696 -1.223 1.267
H 2.240 -1.244 0.296
H 3.315 -2.555 -1.177
H 4.323 -1.160 -1.616
H 4.998 -2.930 0.456
H 1.570 1.995 -1.434
H -0.507 3.007 -0.607
H -1.610 3.941 1.092
H -1.600 3.284 2.713
H -1.806 0.310 2.145
H -3.611 -1.149 1.404
H -5.474 -0.258 0.058
H -5.526 2.160 -0.525
H -3.722 3.638 0.216
C 0.341 -3.850 -3.794
C 0.770 -2.501 -3.226
C 0.371 -2.303 -1.765
C -1.135 -2.329 -1.494
C -1.949 -1.300 -2.279
C -1.527 0.131 -1.973
H -0.744 -3.967 -3.786
H 0.672 -3.961 -4.827
H 0.771 -4.670 -3.216
H 0.355 -1.697 -3.840
H 1.857 -2.411 -3.305
H 0.788 -1.352 -1.409
H 0.843 -3.084 -1.159
H -1.294 -2.158 -0.423
H -1.528 -3.327 -1.699
H -3.004 -1.427 -2.026
H -1.870 -1.485 -3.352
H -1.622 0.329 -0.901
H -2.146 0.857 -2.505
H -0.488 0.309 -2.263
*
```

Gap between HOMO and LUMO ... 0.31436 Eh
Energy ... -30668.1697 eV
HOMO energy ... -12.453 eV
LUMO energy ... -3.90 eV
Energy relative to the best compared isomer or geometry (same formula, charge and spin) ... 0.000 eV

Partial charges, Löwdin, in e: -0.01, -0.29, 0.00, -0.09, 0.07, -0.15, -0.12, -0.15, -0.25, -0.05, 0.04, 0.01, 0.03, -0.05, -0.22, -0.04, -0.07, -0.06, -0.06, -0.04, 0.10, 0.10, 0.09, 0.13, 0.14, 0.12, 0.14, 0.12, 0.10, 0.10, 0.12, 0.09, 0.14, 0.15, 0.13, 0.12, 0.10, 0.11, 0.11, 0.11, 0.12, -0.10, -0.26, -0.24, -0.21, -0.25, -0.11, 0.07, 0.07, 0.08, 0.10, 0.10, 0.08, 0.11, 0.10, 0.11, 0.10, 0.11, 0.05, 0.08, 0.06

---

Entry 3:
Computed, not measured: C22H47ClN2O17Si2 as an isolated structure, with ωB97M-V/def2-TZVPD.

```
! wB97M-V def2-TZVPD RIJCOSX def2/J DEFGRID3
* xyz 0 1
N -2.305 4.276 2.851
C -3.722 4.463 3.197
C -4.687 4.245 2.020
O -5.002 5.547 1.492
C -4.130 3.356 0.909
Si -3.968 1.548 1.356
C -5.519 0.853 2.179
O -5.814 1.508 3.423
N -5.134 0.854 4.474
O -5.095 1.519 5.426
O -3.695 0.552 0.049
Si -3.079 1.044 -1.406
C -1.905 -0.298 -2.021
C -0.652 -0.343 -1.231
O 0.300 0.369 -1.352
Cl -0.628 -1.601 0.040
H -1.742 4.705 3.576
H -2.061 3.292 2.884
H -3.841 5.504 3.498
H -4.039 3.851 4.050
H -5.617 3.837 2.423
H -4.983 5.518 0.532
H -3.166 3.764 0.593
H -4.812 3.433 0.051
H -2.867 1.344 2.326
H -6.396 0.895 1.531
H -5.315 -0.205 2.383
H -2.321 2.302 -1.323
H -4.180 1.113 -2.383
H -2.404 -1.266 -2.034
H -1.626 -0.019 -3.043
C 2.819 3.493 -1.500
C 3.154 2.019 -1.563
O 4.124 1.734 -2.590
C 5.383 2.014 -2.276
O 5.780 2.442 -1.224
O 6.152 1.700 -3.322
C 7.540 1.990 -3.141
H 2.492 3.851 -2.477
H 2.019 3.662 -0.778
H 3.684 4.082 -1.197
H 2.276 1.442 -1.832
H 3.518 1.651 -0.604
H 7.919 1.537 -2.227
H 7.701 3.066 -3.111
H 8.050 1.566 -4.002
C -5.285 -0.657 -8.400
C -4.286 -0.846 -7.280
O -4.810 -0.404 -6.015
C -5.657 -1.246 -5.425
O -5.985 -2.328 -5.832
O -6.067 -0.686 -4.286
C -7.031 -1.458 -3.563
H -5.622 0.379 -8.438
H -4.826 -0.912 -9.356
H -6.157 -1.293 -8.258
H -3.405 -0.230 -7.445
H -3.965 -1.883 -7.199
H -6.675 -2.473 -3.402
H -7.978 -1.479 -4.101
H -7.163 -0.957 -2.609
C 1.950 -1.660 2.729
C 0.858 -2.315 3.543
O 1.386 -3.074 4.643
C 1.757 -2.356 5.700
O 1.655 -1.164 5.824
O 2.252 -3.191 6.615
C 2.738 -2.548 7.796
H 2.678 -2.403 2.397
H 1.523 -1.173 1.854
H 2.483 -0.911 3.314
H 0.315 -3.041 2.939
H 0.141 -1.583 3.915
H 1.979 -1.899 8.226
H 3.633 -1.970 7.571
H 2.981 -3.345 8.493
C 6.948 -5.530 1.858
C 5.977 -4.458 2.304
O 6.339 -3.163 1.798
C 6.024 -2.944 0.523
O 5.452 -3.709 -0.208
O 6.437 -1.720 0.199
C 6.204 -1.364 -1.166
H 7.968 -5.255 2.130
H 6.702 -6.480 2.332
H 6.911 -5.665 0.778
H 5.998 -4.350 3.386
H 4.956 -4.695 2.007
H 5.161 -1.516 -1.437
H 6.847 -1.948 -1.823
H 6.456 -0.312 -1.256
*
```

Gap between HOMO and LUMO ... 0.35513 Eh
Energy ... -89642.3491 eV
HOMO energy ... -9.593 eV
LUMO energy ... 0.07 eV

Partial charges, Löwdin, in e: 0.01, -0.22, -0.42, -0.04, -0.23, 0.54, -0.25, -0.17, -0.04, 0.07, -0.37, 0.57, -0.27, -0.85, 0.03, 0.68, 0.07, 0.03, 0.12, 0.10, 0.12, 0.08, 0.08, 0.09, 0.03, 0.09, 0.08, 0.01, -0.01, 0.08, 0.10, -0.06, -0.20, 0.04, -0.64, 0.12, 0.00, -0.04, 0.08, 0.08, 0.07, 0.09, 0.13, 0.09, 0.10, 0.09, -0.06, -0.21, 0.03, -0.62, 0.13, -0.01, -0.04, 0.08, 0.08, 0.08, 0.12, 0.12, 0.10, 0.10, 0.09, -0.07, -0.21, 0.04, -0.62, 0.12, 0.00, -0.04, 0.08, 0.04, 0.08, 0.11, 0.12, 0.09, 0.10, 0.09, -0.06, -0.21, 0.04, -0.62, 0.12, 0.02, -0.02, 0.08, 0.08, 0.07, 0.12, 0.12, 0.10, 0.10, 0.08

---

Entry 4:
Computed, not measured: the molecule C18H18N6O2 in a non-equilibrium geometry, with ωB97M-V/def2-TZVPD.

```
! wB97M-V def2-TZVPD RIJCOSX def2/J DEFGRID3
* xyz 0 1
N 1.301 -1.739 1.588
N 2.445 -1.349 1.129
N -4.012 2.702 -2.169
O 3.994 1.689 -3.897
O -2.908 -2.580 4.447
C -3.166 3.627 -1.831
C -2.057 3.043 -1.129
C -2.270 1.715 -1.070
C 5.625 0.831 -0.695
C 5.446 1.322 -2.006
C 4.568 0.291 0.016
C 3.105 0.706 -1.833
C 0.004 0.818 -0.526
C -1.943 -0.181 0.498
C 0.279 -0.997 0.982
C 4.171 1.245 -2.591
C -1.396 0.792 -0.371
C 3.277 0.205 -0.535
C 0.855 -0.075 0.163
C -1.109 -1.079 1.129
N 2.234 -0.364 0.198
N -3.495 1.541 -1.737
N -1.741 -2.030 1.956
C -4.124 0.240 -1.853
C -2.148 -3.577 3.724
C -1.057 -2.902 2.870
H 4.841 1.654 -4.360
H -2.306 -2.147 5.065
H -3.285 4.712 -2.064
H -1.312 3.610 -0.603
H 6.577 0.941 -0.170
H 6.270 1.784 -2.518
H 4.795 -0.098 1.005
H 2.138 0.694 -2.337
H 0.399 1.611 -1.159
H -2.999 -0.160 0.699
H -2.699 -1.787 2.261
H -4.818 0.095 -1.004
H -3.378 -0.534 -1.809
H -4.688 0.128 -2.809
H -1.650 -4.269 4.393
H -2.927 -4.061 3.074
H -0.461 -3.661 2.342
H -0.378 -2.407 3.535
*
```

Gap between HOMO and LUMO ... 0.29555 Eh
Energy ... -31991.7259 eV
HOMO energy ... -7.804 eV
LUMO energy ... 0.24 eV
SMILES ... Cn1nccc1-c1cc(NCCO)c2nnn(-c3cccc(O)c3)c2c1
Energy relative to the best compared isomer or geometry (same formula, charge and spin) ... 0.755 eV

Partial charges, Löwdin, in e: 0.08, 0.08, 0.06, 0.04, -0.09, -0.16, -0.04, -0.20, -0.08, -0.03, -0.04, 0.06, 0.04, 0.02, -0.16, -0.28, -0.15, -0.18, -0.12, -0.17, -0.01, -0.15, 0.02, -0.03, -0.22, -0.22, 0.10, 0.09, 0.11, 0.10, 0.11, 0.10, 0.11, 0.12, 0.11, 0.12, 0.14, 0.09, 0.08, 0.10, 0.11, 0.13, 0.12, 0.10

---

Question: The highest LUMO energy belongs to which entry?
Answer: C40H71N3O10

---

Repeat the second record exactly.
Computed, not measured: a 2-piece molecular cluster, C23H35FNO overall, with ωB97M-V/def2-TZVPD.

```
! wB97M-V def2-TZVPD RIJCOSX def2/J DEFGRID3
* xyz 1 1
C 1.382 2.012 4.699
C 0.226 1.737 3.749
F -0.225 0.421 3.921
C 0.611 1.849 2.285
C 1.781 1.266 1.860
C 2.167 1.272 0.516
C 3.407 0.563 0.065
C 3.298 -0.969 0.283
C 4.009 -1.802 -0.795
O 5.196 -2.436 -0.347
C 1.330 1.944 -0.380
C 0.173 2.513 0.072
N -0.196 2.454 1.368
C -1.536 3.019 1.665
C -2.640 2.083 1.237
C -2.615 0.734 1.565
C -3.635 -0.099 1.143
C -4.687 0.407 0.389
C -4.715 1.751 0.063
C -3.695 2.587 0.485
H 2.097 2.719 4.286
H 1.894 1.072 4.911
H 0.999 2.388 5.645
H -0.603 2.391 4.001
H 2.405 0.775 2.596
H 3.591 0.774 -0.986
H 4.236 0.953 0.659
H 3.696 -1.223 1.267
H 2.240 -1.244 0.296
H 3.315 -2.555 -1.177
H 4.323 -1.160 -1.616
H 4.998 -2.930 0.456
H 1.570 1.995 -1.434
H -0.507 3.007 -0.607
H -1.610 3.941 1.092
H -1.600 3.284 2.713
H -1.806 0.310 2.145
H -3.611 -1.149 1.404
H -5.474 -0.258 0.058
H -5.526 2.160 -0.525
H -3.722 3.638 0.216
C 0.341 -3.850 -3.794
C 0.770 -2.501 -3.226
C 0.371 -2.303 -1.765
C -1.135 -2.329 -1.494
C -1.949 -1.300 -2.279
C -1.527 0.131 -1.973
H -0.744 -3.967 -3.786
H 0.672 -3.961 -4.827
H 0.771 -4.670 -3.216
H 0.355 -1.697 -3.840
H 1.857 -2.411 -3.305
H 0.788 -1.352 -1.409
H 0.843 -3.084 -1.159
H -1.294 -2.158 -0.423
H -1.528 -3.327 -1.699
H -3.004 -1.427 -2.026
H -1.870 -1.485 -3.352
H -1.622 0.329 -0.901
H -2.146 0.857 -2.505
H -0.488 0.309 -2.263
*
```

Gap between HOMO and LUMO ... 0.31436 Eh
Energy ... -30668.1697 eV
HOMO energy ... -12.453 eV
LUMO energy ... -3.90 eV
Energy relative to the best compared isomer or geometry (same formula, charge and spin) ... 0.000 eV

Partial charges, Löwdin, in e: -0.01, -0.29, 0.00, -0.09, 0.07, -0.15, -0.12, -0.15, -0.25, -0.05, 0.04, 0.01, 0.03, -0.05, -0.22, -0.04, -0.07, -0.06, -0.06, -0.04, 0.10, 0.10, 0.09, 0.13, 0.14, 0.12, 0.14, 0.12, 0.10, 0.10, 0.12, 0.09, 0.14, 0.15, 0.13, 0.12, 0.10, 0.11, 0.11, 0.11, 0.12, -0.10, -0.26, -0.24, -0.21, -0.25, -0.11, 0.07, 0.07, 0.08, 0.10, 0.10, 0.08, 0.11, 0.10, 0.11, 0.10, 0.11, 0.05, 0.08, 0.06

---

Question: The highest HOMO energy belongs to which entry?
Answer: C18H18N6O2

---

Question: Which of these has the highest energy?
Answer: C23H35FNO